The following is a quantum chemistry calculation of a molecular structure, C34H72BF5N8O14Si2, from the OMol25 dataset.

## Properties
**LUMO**: 0.39 eV
**Largest force on an atom**: 0.9 eV/Å
**Total charge**: 0
**E_HOMO**: -8.959 eV

```
136
C34H72BF5N8O14Si2, DFT ωB97M-V/def2-TZVPD
H 5.728 -0.477 -9.201
C -6.099 -3.447 -0.669
C 11.636 4.325 -3.047
H -8.690 -3.210 -2.578
H -7.587 4.961 7.537
O 5.777 2.345 -6.056
H -6.782 -3.082 0.101
F -2.181 -2.183 2.728
H 8.782 0.867 -1.833
H 3.678 -2.233 0.859
H -6.598 -0.808 -7.223
O -8.939 -0.083 -3.780
H -6.018 0.403 -6.070
H 6.161 2.436 -3.938
H 0.204 -0.111 -1.055
H -1.341 2.790 3.442
H 2.856 -0.519 3.796
H 12.317 5.157 -3.235
H 0.357 -4.212 -1.130
O -2.919 2.012 6.719
H -8.684 4.089 8.619
O 10.758 2.129 -5.737
N 6.112 1.180 -7.967
O -6.057 1.605 9.609
N 6.819 1.537 -2.157
C -6.910 2.417 9.299
H -9.141 -0.585 -7.538
C -2.329 -1.757 0.395
O 6.551 0.091 -0.434
H -5.397 -2.652 -0.917
H 10.213 5.709 -4.613
H 2.153 -0.162 1.106
H -7.575 -1.929 -2.070
H -6.992 0.378 -4.148
C 1.951 -1.114 3.640
C 0.020 -1.148 -1.353
H -1.236 -2.168 5.003
H 9.240 4.348 -5.212
H -6.123 3.268 6.212
C 7.535 1.053 -7.690
C -0.252 -4.942 0.765
H 2.255 -2.168 3.645
H -7.309 -2.807 -3.593
H -0.863 -1.118 -2.010
H -6.146 -5.791 -1.699
Si 1.098 -0.670 2.014
C -2.981 0.990 7.387
C -0.467 -4.057 -0.426
C -2.048 -0.922 8.582
H -9.617 -1.447 -6.059
C -1.939 1.908 3.675
H -0.481 0.796 6.345
C 6.351 2.695 -2.899
C -7.988 0.078 -4.520
O -0.330 1.806 1.306
H 5.289 1.646 -0.803
N 11.056 3.840 -4.280
H -1.180 1.915 0.863
H 0.151 0.046 7.822
O 1.049 -0.860 4.747
C -6.862 0.110 -6.693
H 8.005 0.508 -8.506
H 11.837 1.961 -4.020
O -1.216 0.728 3.257
H 8.391 1.354 -3.502
C -3.326 1.988 3.032
O -7.377 -5.523 -3.298
H 10.686 4.843 -6.091
H -2.022 1.835 4.758
H 5.010 -1.319 0.119
H 6.030 1.042 -10.061
O 0.453 -2.108 1.417
C 4.192 -2.009 -0.083
N -6.970 3.035 8.104
H -7.038 0.897 -7.429
C -0.582 0.748 7.430
C 1.173 -1.711 -2.178
H 12.196 3.521 -2.573
C -8.010 3.981 7.771
H 4.282 1.878 -7.356
C 10.253 4.736 -5.096
O 2.219 -2.230 -1.345
C -5.939 2.714 7.130
H -8.589 3.641 6.910
H -1.547 -0.816 9.545
H -0.389 1.741 7.836
H -4.952 2.971 7.506
H 7.105 3.487 -2.872
H 7.700 0.517 -6.756
H -1.613 -1.777 8.060
N -1.913 0.286 7.795
H -1.407 -4.332 -0.911
H 4.529 -2.963 -0.489
F -4.057 -1.350 2.007
C 0.803 -1.923 5.569
Si -0.467 -2.255 0.067
H -10.060 0.246 -6.263
H -7.720 2.716 9.986
C -0.340 -2.783 5.112
H -3.104 -1.118 8.761
O 3.194 -0.221 -1.353
C 11.226 2.573 -4.706
C 3.197 -1.357 -0.986
H -0.884 -6.092 2.119
B -0.338 0.771 2.236
C -9.283 -0.492 -6.463
C 5.348 1.837 -7.077
H 0.831 -2.562 -2.771
H 4.496 0.794 -9.215
N -6.832 -3.866 -1.846
H -3.940 0.564 7.723
H -5.542 -4.291 -0.267
H -0.118 -3.204 4.126
H 0.783 -5.019 1.118
F -3.051 -2.308 -0.630
O 1.414 -2.089 6.573
C 8.017 0.853 -2.611
H 8.000 2.033 -7.594
F -2.485 -0.401 0.272
C 6.186 1.068 -1.071
H -3.433 1.201 2.280
C -3.048 -2.181 1.703
H -3.466 2.937 2.509
N -1.212 -5.546 1.323
F -3.545 -3.416 1.573
N -8.025 -0.090 -5.857
C -7.647 -2.897 -2.559
C 5.567 0.602 -9.176
H 10.861 4.661 -2.355
H -0.499 -3.588 5.828
H -5.950 1.646 6.911
C -6.786 -5.130 -2.309
H 1.579 -0.963 -2.859
H 5.437 3.068 -2.441
H -4.117 1.870 3.772
H 7.802 -0.189 -2.848
```